Below is a cluster of 5 separate species, C13H29Br4N3O3 in total, with properties calculated with ωB97M-V/def2-TZVPD.

Computed properties:
LUMO energy, eV: 0.1821
Electronic energy, a.u.: -11198.78525
Relative energy (zero: lowest compared OMol25 entry of this formula, charge and spin), kJ/mol: 92.1
HOMO-LUMO gap, Eh: 0.3256

Geometry (Å):
C 4.474 -5.083 1.666
N 3.626 -4.161 0.947
C 2.205 -4.261 1.182
C 4.139 -3.197 0.150
O 3.497 -2.374 -0.472
H 4.255 -6.116 1.387
H 4.330 -4.978 2.745
H 5.518 -4.884 1.430
H 1.671 -3.605 0.501
H 1.858 -5.280 0.997
H 1.975 -3.971 2.211
H 5.240 -3.225 0.123
C 0.846 5.319 -3.773
N 1.968 4.696 -4.422
C 2.703 5.486 -5.381
C 2.322 3.416 -4.146
O 3.285 2.848 -4.625
H 0.413 4.633 -3.047
H 0.081 5.602 -4.503
H 1.162 6.220 -3.236
H 3.316 6.242 -4.876
H 3.352 4.828 -5.951
H 1.997 6.013 -6.026
H 1.617 2.933 -3.453
C 0.382 -0.973 0.136
N -0.176 0.137 -0.605
C -1.327 0.793 -0.023
C 0.458 0.671 -1.669
O 0.090 1.659 -2.279
H -0.422 -1.560 0.572
H 1.065 -0.612 0.913
H 0.990 -1.597 -0.522
H -2.138 0.073 0.113
H -1.069 1.233 0.943
H -1.703 1.567 -0.687
H 1.337 0.079 -1.974
Br -2.385 -0.977 3.206
C -2.945 0.597 4.229
C -1.810 1.164 5.022
Br -0.608 2.171 3.907
H -3.757 0.259 4.862
H -3.290 1.309 3.485
H -1.223 0.389 5.504
H -2.188 1.863 5.764
Br -7.576 -2.987 1.539
C -5.933 -2.041 1.909
C -5.246 -1.536 0.671
Br -4.647 -2.965 -0.499
H -5.296 -2.715 2.478
H -6.179 -1.202 2.558
H -4.352 -0.984 0.951
H -5.901 -0.915 0.070

Below is a cluster of 2 separate species, C4H12OS in total, with properties calculated with ωB97M-V/def2-TZVPD.

Computed properties:
LUMO energy, eV: 0.5041
Electronic energy, a.u.: -633.01499
Relative energy (zero: lowest compared OMol25 entry of this formula, charge and spin), kJ/mol: 31.8
HOMO-LUMO gap, Eh: 0.3521

Geometry (Å):
C -1.793 1.130 0.732
C -1.300 0.270 -0.431
C -0.075 0.881 -1.141
C 0.784 -0.142 -1.815
S 2.078 0.535 -2.891
H -2.544 0.607 1.325
H -2.148 2.083 0.333
H -0.966 1.334 1.417
H -1.069 -0.760 -0.137
H -2.113 0.200 -1.179
H -0.436 1.606 -1.865
H 0.481 1.454 -0.403
H 1.298 -0.763 -1.076
H 0.156 -0.852 -2.369
H 1.317 1.462 -3.479
O 2.350 -3.051 4.635
H 1.968 -2.238 4.293
H 2.010 -3.756 4.051

Below is a structure of composition C16H22Cl2O2SeV, with properties calculated with ωB97M-V/def2-TZVPD.

Computed properties:
Net charge: -2
LUMO energy (alpha / beta), eV: 4.4149 / 4.4143
Electronic energy, a.u.: -5039.16799
Relative energy (zero: lowest compared OMol25 entry of this formula, charge and spin), kJ/mol: 99.1
2S+1: 2
HOMO-LUMO gap (alpha / beta), Eh: 0.1558 / 0.1554

Geometry (Å):
C -1.048 0.648 -2.202
C -0.956 -0.822 -2.341
C 0.433 -1.152 -2.205
C -2.078 -1.745 -2.500
C 1.201 0.033 -1.932
C 0.237 1.158 -1.955
C 0.632 2.615 -2.028
C -2.286 1.462 -2.317
C 1.023 -2.481 -2.372
C 2.685 0.171 -1.961
V -0.204 -0.796 -0.333
Cl -0.685 -2.743 0.314
Cl -2.351 0.005 0.402
O 1.315 -0.355 0.776
H -3.050 -1.319 -2.223
H -1.963 -2.672 -1.925
H -2.112 -2.039 -3.574
H 0.339 -3.325 -2.170
H 1.947 -2.634 -1.733
H 1.363 -2.593 -3.430
H 3.115 -0.735 -1.576
H 3.038 1.012 -1.386
H 2.967 0.278 -2.999
H 1.636 2.747 -1.626
H -0.045 3.167 -1.400
H 0.614 2.923 -3.068
H -3.140 0.870 -2.007
H -2.429 1.810 -3.337
H -2.207 2.305 -1.638
H 1.790 -1.037 1.305
O -0.502 2.871 1.158
H 0.212 2.099 1.339
Se 1.272 -3.073 2.776
C 0.720 -1.596 3.734
C 1.593 -0.578 4.205
C 1.135 0.443 5.009
C -0.246 0.480 5.389
C -1.119 -0.519 4.961
C -0.654 -1.568 4.113
H 2.627 -0.665 3.956
H 1.764 1.209 5.368
H -0.634 1.290 6.034
H -2.185 -0.562 5.242
H -1.344 -2.350 3.831

Below is an isolated molecule of C5H8O, with properties calculated with ωB97M-V/def2-TZVPD.

Computed properties:
LUMO energy, eV: 0.9563
Electronic energy, a.u.: -270.46601
Relative energy (zero: lowest compared OMol25 entry of this formula, charge and spin), kJ/mol: 241.3
HOMO-LUMO gap, Eh: 0.3470

Geometry (Å):
C -0.935 1.799 1.715
C -0.157 0.868 1.168
C 0.025 0.612 -0.288
C 0.241 -0.670 -0.581
C 0.651 -1.275 -1.848
O -0.263 -1.645 0.254
H -1.251 1.851 2.788
H -1.245 2.740 1.203
H 0.602 0.245 1.888
H 0.528 1.397 -0.885
H 0.777 -2.336 -1.669
H 1.640 -1.060 -2.157
H 0.037 -1.207 -2.694
H -0.652 -1.321 1.106

Below is a cluster of 3 separate species, C50H77ClN4O9 in total, with properties calculated with ωB97M-V/def2-TZVPD.

Computed properties:
LUMO energy (alpha / beta), eV: -1.1140 / -1.1278
Electronic energy, a.u.: -3306.51518
2S+1: 3
HOMO-LUMO gap (alpha / beta), Eh: 0.2578 / 0.2572

Geometry (Å):
C 1.859 -2.451 -2.551
C 0.395 -2.775 -3.246
C -0.267 -1.504 -4.047
C -1.314 -0.601 -3.145
C -0.361 0.542 -2.382
N 0.038 1.725 -3.221
C 0.923 2.595 -2.372
C 1.529 3.965 -3.117
Cl 1.041 4.353 -4.898
C 2.547 5.033 -2.401
O 3.039 6.173 -3.189
C 4.448 5.865 -3.479
C 4.741 5.466 -5.061
O 5.903 4.570 -5.135
C 5.540 3.196 -5.509
C 5.693 2.082 -4.317
C 3.005 4.741 -0.819
O 3.952 5.714 -0.246
C 3.421 6.367 0.960
O 2.176 6.887 1.065
C 4.454 6.404 2.275
C 3.961 6.466 3.837
C 5.155 6.449 5.007
C 6.777 6.378 4.647
C 7.271 6.318 3.064
C 6.079 6.339 1.907
C 2.418 3.401 -0.052
C 2.880 3.054 1.498
C 4.475 2.713 1.665
C 5.281 2.453 0.261
C 6.789 1.879 0.680
O 7.547 1.625 -0.556
C 8.853 1.000 -0.242
O 9.832 1.787 0.234
C 1.387 2.352 -0.833
N 0.907 1.168 -0.043
C 0.020 0.243 -0.829
C -0.515 -1.119 -0.029
C -1.751 -0.787 1.030
O -1.614 0.508 1.717
C -2.693 1.453 1.298
C -1.945 2.936 1.170
H 2.059 -3.267 -1.709
H 2.756 -2.523 -3.305
H 1.925 -1.392 -2.047
H -0.334 -3.274 -2.476
H 0.615 -3.610 -4.071
H -0.718 -1.877 -5.071
H 0.640 -0.773 -4.306
H -1.974 -1.218 -2.403
H -2.010 -0.004 -3.910
H 5.063 6.855 -3.222
H 4.915 5.008 -2.834
H 3.794 5.110 -5.646
H 5.078 6.487 -5.579
H 6.306 2.873 -6.365
H 4.474 3.067 -5.974
H 6.741 2.156 -3.789
H 5.518 0.994 -4.776
H 4.806 2.233 -3.547
H 2.811 6.486 4.122
H 4.900 6.480 6.164
H 7.630 6.377 5.458
H 8.420 6.257 2.756
H 6.464 6.263 0.786
H 2.665 3.987 2.211
H 2.287 2.155 1.979
H 5.026 3.593 2.222
H 4.557 1.703 2.290
H 4.780 1.683 -0.464
H 5.462 3.488 -0.292
H 7.258 2.703 1.380
H 6.613 0.920 1.339
H 8.968 -0.153 -0.474
H 0.407 -1.452 0.652
H -0.746 -2.016 -0.744
H -1.693 -1.620 1.882
H -2.824 -0.937 0.537
H -3.598 1.471 2.065
H -3.095 1.212 0.201
H -2.749 3.789 1.273
H -1.355 2.966 0.142
H -1.116 2.962 2.012
C -8.118 -2.216 1.309
C -7.160 -0.995 1.411
C -7.866 0.174 2.153
C -8.919 0.885 1.307
C -8.347 1.318 -0.038
C -7.666 0.156 -0.810
N -6.692 -0.611 0.034
O -5.538 0.183 0.182
C -8.753 -0.800 -1.370
C -7.006 0.743 -2.101
C -5.997 -1.512 2.322
H -9.172 -1.928 1.272
H -7.894 -2.832 0.433
H -8.029 -2.882 2.176
H -7.122 0.917 2.469
H -8.336 -0.194 3.073
H -9.792 0.243 1.161
H -9.281 1.770 1.848
H -9.151 1.754 -0.643
H -7.624 2.127 0.135
H -8.298 -1.675 -1.850
H -9.366 -0.298 -2.129
H -9.459 -1.151 -0.619
H -6.280 1.534 -1.884
H -7.760 1.192 -2.759
H -6.497 -0.042 -2.675
H -5.462 -2.343 1.846
H -6.384 -1.873 3.282
H -5.269 -0.729 2.567
C -0.190 -8.631 2.366
C 0.134 -7.661 1.194
C 1.392 -6.815 1.537
C 1.125 -5.718 2.565
C -0.059 -4.851 2.153
C -1.335 -5.675 1.838
N -1.073 -6.815 0.897
O -0.907 -6.273 -0.392
C -1.946 -6.209 3.162
C -2.434 -4.699 1.304
C 0.505 -8.618 0.012
H 0.119 -8.241 3.338
H -1.258 -8.869 2.408
H 0.328 -9.592 2.260
H 1.782 -6.342 0.626
H 2.193 -7.465 1.909
H 0.954 -6.152 3.554
H 2.020 -5.088 2.662
H -0.264 -4.127 2.952
H 0.231 -4.259 1.275
H -2.803 -6.865 2.963
H -2.310 -5.385 3.788
H -1.239 -6.752 3.786
H -2.111 -4.141 0.418
H -2.693 -3.948 2.060
H -3.354 -5.241 1.052
H -0.349 -9.245 -0.272
H 1.327 -9.287 0.295
H 0.850 -8.080 -0.878

Below is a cluster of 2 separate species, C2H6NOS in total, with properties calculated with ωB97M-V/def2-TZVPD.

Computed properties:
Net charge: -1
LUMO energy, eV: 4.1752
Electronic energy, a.u.: -608.04153
Relative energy (zero: lowest compared OMol25 entry of this formula, charge and spin), kJ/mol: 65.4
HOMO-LUMO gap, Eh: 0.2638

Geometry (Å):
C 1.079 1.817 0.467
N 1.476 0.620 0.032
O 1.779 2.663 1.022
H 0.010 1.996 0.267
H 2.467 0.454 0.094
H 0.778 0.012 -0.546
C -1.578 -1.567 -0.162
S -0.734 -0.766 -1.569
H -2.660 -1.475 -0.266
H -1.342 -2.633 -0.127
H -1.274 -1.121 0.788